Here is the ion C7H13F3N with charge +1 from the Open Molecules 2025 dataset. Energies are from ωB97M-V/def2-TZVPD.

XYZ file:
```
24
Properties=species:S:1:pos:R:3:lowdin_charge:R:1
C -0.721 -1.166 -0.493 0.02
N -0.355 0.285 -0.189 -0.21
C -0.563 1.190 -1.418 0.00
C -1.268 0.800 0.954 0.05
C 1.124 0.473 0.281 -0.28
C 1.547 1.951 0.163 -0.64
F 1.921 2.157 -1.085 0.18
F 0.686 2.798 0.618 0.21
F 2.620 2.151 0.938 0.17
C 2.209 -0.520 -0.020 -0.01
C 1.656 -0.359 1.381 -0.03
H -1.747 -1.184 -0.941 0.12
H -0.155 -1.697 -1.369 0.14
H -0.370 -1.729 0.404 0.11
H -1.567 1.008 -1.833 0.12
H -0.557 2.204 -1.385 0.06
H 0.169 1.061 -2.314 0.16
H -2.195 0.256 0.890 0.10
H -0.859 0.714 1.952 0.11
H -1.413 1.915 0.878 0.12
H 3.284 -0.143 -0.263 0.17
H 2.064 -1.444 -0.528 0.10
H 1.120 -1.279 1.665 0.12
H 2.124 0.070 2.228 0.12
```

SMILES: C[N+](C)(C)C1(C(F)(F)F)CC1
Energy above the lowest of the compared OMol25 structures with the same formula, charge and spin, eV: 0.000
Total charge: +1

***

Here is the molecule C21H21N5O5S2 from the Open Molecules 2025 dataset. Energies are from ωB97M-V/def2-TZVPD.

XYZ file:
```
54
Properties=species:S:1:pos:R:3:lowdin_charge:R:1
C 2.339 0.308 4.301 -0.07
O 2.740 1.248 3.326 -0.08
C 2.899 0.841 2.046 -0.28
C 3.231 1.873 1.143 -0.01
C 3.419 1.645 -0.197 -0.02
C 3.280 0.337 -0.654 -0.27
N 3.370 -0.175 -1.925 0.11
C 3.153 -1.453 -1.798 -0.68
S 3.087 -2.594 -3.121 0.99
C 2.120 -1.587 -4.319 -0.33
C 0.753 -1.454 -3.681 -0.55
O -0.119 -2.275 -3.829 0.07
N 0.661 -0.365 -2.848 0.13
C -0.065 -0.295 -1.662 -0.20
C -0.939 -1.305 -1.258 0.02
C -1.489 -1.265 0.009 -0.04
C -1.176 -0.224 0.859 -0.29
S -1.830 -0.213 2.515 0.69
O -2.711 -1.322 2.698 -0.28
O -0.776 -0.029 3.470 -0.29
N -2.739 1.228 2.567 0.01
C -3.270 1.661 1.372 -0.35
O -2.889 2.870 0.907 0.01
N -3.495 3.084 -0.296 0.11
C -4.212 2.027 -0.566 -0.31
C -5.006 1.909 -1.812 -0.01
C -4.113 1.060 0.477 -0.17
C -4.804 -0.253 0.552 -0.02
C -0.358 0.814 0.454 -0.04
C 0.186 0.786 -0.812 0.00
N 2.909 -1.837 -0.508 0.14
C 2.976 -0.699 0.257 -0.19
C 2.769 -0.470 1.608 0.05
H 3.054 -0.517 4.376 0.09
H 2.327 0.856 5.241 0.10
H 1.337 -0.075 4.092 0.06
H 3.330 2.866 1.552 0.12
H 3.668 2.444 -0.876 0.12
H 2.075 -2.183 -5.228 0.09
H 2.645 -0.648 -4.476 0.08
H 1.425 0.302 -2.896 0.12
H -1.158 -2.122 -1.926 0.11
H -2.147 -2.043 0.361 0.12
H -2.241 1.955 3.061 0.13
H -4.896 2.813 -2.402 0.08
H -6.057 1.755 -1.572 0.09
H -4.662 1.052 -2.390 0.09
H -5.882 -0.105 0.615 0.09
H -4.598 -0.835 -0.346 0.09
H -4.469 -0.806 1.424 0.06
H -0.133 1.623 1.131 0.13
H 0.834 1.585 -1.138 0.12
H 2.731 -2.777 -0.195 0.16
H 2.506 -1.278 2.271 0.12
```

SMILES: COc1ccc2nc(SCC(=O)Nc3ccc(S(=O)(=O)Nc4onc(C)c4C)cc3)[nH]c2c1
Energy above the lowest of the compared OMol25 structures with the same formula, charge and spin, eV: 0.659

***

Here is a cluster of 12 separate species, H24O12 in total from the Open Molecules 2025 dataset. Energies are from ωB97M-V/def2-TZVPD.

XYZ file:
```
36
Properties=species:S:1:pos:R:3:lowdin_charge:R:1
O 2.828 1.781 0.105 -0.08
H 1.917 1.934 0.536 0.03
H 3.444 2.137 0.696 0.03
O -1.704 2.797 -0.444 -0.10
H -1.698 1.965 -1.015 0.01
H -2.224 3.524 -0.804 0.06
O 2.149 -0.867 -0.034 -0.09
H 2.535 0.026 -0.006 0.00
H 1.639 -1.005 0.811 0.03
O 0.671 -0.905 2.439 -0.05
H -0.284 -1.106 2.460 0.01
H 1.085 -1.647 2.856 0.04
O 1.392 2.104 -2.302 -0.07
H 0.864 2.903 -2.211 0.03
H 2.118 2.298 -1.642 0.04
O -2.576 1.587 2.568 -0.03
H -3.124 2.162 3.034 0.01
H -2.335 2.117 1.760 0.05
O -0.179 -3.557 -1.376 -0.06
H -0.245 -4.540 -1.454 0.08
H 0.640 -3.348 -1.849 0.03
O -2.045 -1.878 -0.558 -0.07
H -2.712 -2.414 -1.028 0.09
H -1.249 -2.425 -0.530 0.01
O -2.046 -1.330 2.231 -0.06
H -2.132 -1.569 1.275 0.03
H -2.396 -0.448 2.256 0.00
O -1.268 0.679 -1.856 -0.08
H -1.245 -0.258 -1.414 0.09
H -0.376 0.994 -2.097 0.03
O 0.454 1.836 1.083 -0.03
H 0.061 1.287 1.738 0.02
H -0.304 2.313 0.665 0.03
O 2.559 -2.431 -2.327 -0.08
H 2.461 -1.809 -1.558 0.01
H 3.325 -2.904 -2.007 0.03
```

SMILES: O.O.O.O.O.O.O.O.O.O.O.O
Energy above the lowest of the compared OMol25 structures with the same formula, charge and spin, eV: 0.000

***

Here is a cluster of 2 separate species, C5H9NO in total from the Open Molecules 2025 dataset. Energies are from ωB97M-V/def2-TZVPD.

XYZ file:
```
16
Properties=species:S:1:pos:R:3:lowdin_charge:R:1
C 1.354 0.770 0.247 0.08
C 1.364 -0.409 0.875 -0.36
C 0.138 -1.240 1.154 -0.06
C 2.626 -0.945 1.336 -0.21
N 3.625 -1.388 1.719 0.15
H 2.272 1.322 0.069 0.08
H 0.412 1.198 -0.091 0.05
H 0.040 -1.441 2.226 0.09
H -0.754 -0.714 0.802 0.06
H 0.207 -2.210 0.648 0.09
C -1.714 0.516 -1.923 -0.15
O -1.730 0.958 -0.578 -0.15
H -2.571 -0.129 -2.156 0.08
H -0.797 -0.067 -2.049 0.08
H -1.692 1.353 -2.633 0.08
H -2.517 1.497 -0.437 0.09
```

SMILES: C=C(C)C#N.CO
Energy above the lowest of the compared OMol25 structures with the same formula, charge and spin, eV: 2.044

***

Here is a structure of composition C23H19Br33F8IN2O7 from the Open Molecules 2025 dataset. Energies are from ωB97M-V/def2-TZVPD.

XYZ file:
```
93
Properties=species:S:1:pos:R:3:lowdin_charge:R:1
O 1.394 -4.510 2.711 -0.13
C 0.787 -4.416 1.750 -0.68
F 0.184 -5.472 1.292 0.19
N 0.583 -3.243 1.026 0.21
C 1.563 -3.182 -0.036 -0.39
O 2.433 -3.914 -0.017 0.17
C 1.400 -2.103 -1.102 -0.16
C 2.222 -2.410 -2.387 -0.74
O 2.407 -3.520 -2.748 0.10
O 2.604 -1.435 -2.992 -0.30
C 2.067 -0.841 -0.505 -0.23
O 3.208 -0.831 -0.469 0.13
C 1.339 0.376 0.089 -0.41
F 0.368 -0.035 0.886 0.16
F 0.829 1.164 -0.831 0.18
C 2.300 1.234 0.925 -0.42
F 3.301 1.650 0.242 0.23
F 1.630 2.349 1.250 0.11
C 2.712 0.577 2.252 -0.41
F 3.989 0.790 2.385 0.20
F 2.542 -0.728 2.234 0.15
C 2.090 1.113 3.570 -0.50
O 2.829 1.372 4.411 0.20
O 0.797 1.254 3.792 -0.03
N -0.029 -1.995 -1.340 0.01
F -0.417 -3.347 -1.589 -0.08
C -0.386 -1.303 -2.561 -0.15
C -1.911 -1.164 -2.551 -0.35
C -2.389 0.069 -1.783 -0.56
I -3.624 -0.627 -0.120 0.70
H -0.353 -3.331 0.630 0.14
H 0.652 1.132 4.732 0.08
H 0.105 -0.351 -2.688 0.13
H -0.161 -1.879 -3.454 0.14
H -2.195 -1.049 -3.588 0.05
H -2.399 -2.047 -2.183 0.01
H -3.048 0.700 -2.347 0.02
H -1.605 0.640 -1.321 0.02
C 4.089 2.137 -4.547 -1.57
Br 3.477 0.478 -3.707 0.83
Br 5.527 1.814 -5.808 0.51
Br 2.661 3.154 -5.374 0.48
H 4.496 2.768 -3.768 -0.04
C -8.180 4.023 -1.048 -1.65
Br -6.601 4.695 -0.176 0.57
Br -7.759 2.678 -2.353 0.56
Br -9.475 3.392 0.230 0.55
H -8.631 4.850 -1.576 -0.09
C 5.313 -5.857 2.339 -1.60
Br 5.590 -7.576 1.497 0.55
Br 3.445 -5.403 2.516 0.85
Br 6.251 -5.729 4.023 0.51
H 5.746 -5.116 1.690 -0.15
C -1.342 3.263 -6.745 -1.63
Br 0.061 4.557 -6.530 0.54
Br -1.223 1.860 -5.436 0.58
Br -3.078 4.101 -6.746 0.56
H -1.209 2.807 -7.714 -0.03
C -1.723 4.006 4.431 -1.61
Br -2.097 2.465 5.533 0.59
Br -0.708 3.510 2.875 0.71
Br -3.326 5.039 4.104 0.55
H -1.079 4.652 5.007 -0.04
C -3.810 -5.035 -3.660 -1.62
Br -2.518 -5.439 -2.302 0.63
Br -5.598 -4.977 -2.943 0.56
Br -3.362 -3.411 -4.606 0.64
H -3.784 -5.838 -4.380 -0.04
C -11.605 4.742 -3.594 -1.62
Br -11.742 2.870 -3.173 0.57
Br -11.324 5.808 -2.013 0.58
Br -10.250 5.078 -4.919 0.57
H -12.550 5.045 -4.017 -0.03
C 7.485 -3.071 -0.519 -1.60
Br 8.720 -1.620 -0.820 0.56
Br 7.963 -4.096 1.048 0.61
Br 5.657 -2.463 -0.449 0.72
H 7.563 -3.734 -1.367 -0.03
C -6.031 8.759 0.724 -1.65
Br -4.687 10.021 0.170 0.57
Br -5.308 7.419 1.898 0.52
Br -7.559 9.638 1.501 0.56
H -6.374 8.249 -0.164 -0.04
C 1.885 -1.764 5.758 -1.60
Br 1.147 -1.995 7.528 0.57
Br 3.343 -2.989 5.442 0.60
Br 0.505 -1.851 4.423 0.71
H 2.299 -0.767 5.720 -0.05
C 8.479 -3.137 6.956 -1.64
Br 7.145 -1.780 7.247 0.57
Br 7.869 -4.871 7.535 0.55
Br 9.071 -3.170 5.128 0.56
H 9.332 -2.880 7.565 -0.04
```

Total charge: -1

***

Here is a structure of composition C41H64AlBBr5Cl9F3N2NbO14Si from the Open Molecules 2025 dataset. Energies are from ωB97M-V/def2-TZVPD.

XYZ file:
```
142
Properties=species:S:1:pos:R:3:lowdin_charge:R:1
C 1.617 1.153 5.766 -0.14
C 2.727 0.367 4.876 -0.24
C 2.672 -1.233 5.026 -0.21
C 1.912 -2.003 3.837 -0.22
C 2.337 -1.533 2.352 -0.26
C 1.528 -2.529 1.321 -0.31
Nb 0.587 -1.466 -0.450 1.77
C 1.884 -2.565 -1.952 -0.33
C 2.248 -4.072 -1.615 -0.30
O 3.455 -4.440 -1.629 -0.04
C 2.165 0.196 -0.497 -0.30
C 1.586 1.674 -0.242 -0.42
C 2.885 2.621 0.101 -0.05
O 1.046 2.157 -1.499 -0.18
C -0.307 2.655 -1.346 -0.18
C -0.371 4.147 -0.736 -0.11
C 0.220 4.557 0.641 -0.03
C 0.150 6.019 1.233 -0.16
C -0.583 7.132 0.405 -0.07
C -1.178 6.716 -0.974 -0.08
C -1.085 5.272 -1.576 -0.03
O -0.669 -0.277 0.719 -0.23
B -1.100 -0.863 1.951 -0.88
O -0.793 -0.102 3.167 0.04
O -1.822 -2.090 2.158 -0.03
C -1.017 -3.105 -0.777 -0.41
F -0.836 -3.823 -2.080 -0.24
F -0.948 -4.159 0.220 -0.06
C -2.533 -2.513 -0.927 -0.25
C -3.668 -3.441 -0.214 -0.23
Si -5.393 -2.547 -0.053 0.57
C -6.753 -3.902 0.203 -0.20
C -5.715 -1.611 -1.703 -0.19
C -5.477 -1.418 1.510 -0.19
C -5.163 0.128 1.491 0.01
C -5.212 1.067 2.748 -0.01
C -5.640 0.417 4.113 -0.04
C -5.998 -1.112 4.197 -0.08
C -5.892 -2.031 2.899 -0.06
H 1.166 1.962 5.076 0.05
H 0.778 0.483 6.156 0.07
H 2.157 1.732 6.603 0.05
H 3.751 0.697 5.309 0.11
H 2.697 0.754 3.803 0.09
H 3.704 -1.716 5.224 0.11
H 2.062 -1.445 5.991 0.11
H 0.765 -2.019 3.995 0.10
H 2.233 -3.115 3.913 0.12
H 1.930 -0.459 2.189 0.07
H 3.463 -1.529 2.167 0.11
H 0.790 -3.163 1.957 0.05
H 2.348 -3.298 1.021 0.07
H -0.172 -0.623 -1.917 -0.05
H 2.867 -1.989 -2.102 -0.03
H 1.357 -2.546 -2.987 0.05
H 1.398 -4.826 -1.379 0.12
H 2.578 0.205 -1.583 0.04
H 3.071 0.000 0.166 -0.01
H 0.897 1.782 0.660 0.10
H 2.937 3.554 -0.568 0.07
H 2.758 3.005 1.191 0.07
H 3.867 2.013 0.120 0.04
H -0.929 1.906 -0.714 0.11
H -0.819 2.693 -2.382 0.13
H 0.752 3.791 1.315 0.06
H 0.641 6.236 2.268 -0.10
H -0.659 8.179 0.856 0.09
H -1.731 7.521 -1.575 0.08
H -1.554 5.092 -2.603 0.09
H -0.202 0.639 2.895 0.09
H -1.288 -2.579 2.839 0.10
H -2.802 -2.527 -2.058 -0.13
H -2.628 -1.426 -0.598 0.11
H -3.813 -4.366 -0.871 0.10
H -3.387 -3.801 0.832 0.09
H -6.696 -4.392 1.240 0.03
H -7.779 -3.363 0.160 0.05
H -6.707 -4.661 -0.653 0.05
H -6.843 -1.626 -1.919 0.05
H -5.125 -2.133 -2.549 0.04
H -5.362 -0.519 -1.656 0.04
H -4.880 0.626 0.491 0.11
H -4.956 2.181 2.683 0.11
H -5.727 1.051 5.070 0.09
H -6.340 -1.558 5.201 0.13
H -6.149 -3.136 3.040 0.11
Al -1.922 -2.772 -3.598 0.91
C 5.771 -0.428 -1.963 -1.97
Cl 4.626 -0.662 -3.306 0.55
Cl 5.125 -1.184 -0.490 0.59
Cl 7.329 -1.174 -2.379 0.53
Cl 5.997 1.309 -1.677 0.52
Br -2.139 -3.559 -7.482 0.55
C -0.466 -3.842 -8.444 -0.67
C 0.718 -3.387 -7.629 -0.69
Br 0.884 -1.444 -7.643 0.59
H -0.558 -3.325 -9.400 0.06
H -0.419 -4.917 -8.622 0.03
H 1.648 -3.755 -8.065 0.07
H 0.666 -3.694 -6.584 0.05
C -0.144 -7.434 -5.708 0.04
N -0.620 -7.291 -7.109 -0.42
O 0.183 -6.886 -7.937 0.03
O -1.784 -7.589 -7.329 0.05
H 0.902 -7.137 -5.659 0.08
H -0.760 -6.786 -5.085 0.09
H -0.259 -8.479 -5.427 0.09
C 4.213 5.151 -3.138 -0.02
C 3.706 6.128 -2.111 -0.50
O 3.783 5.889 -0.919 0.05
C 3.101 7.411 -2.614 -0.03
H 4.622 4.274 -2.632 0.07
H 3.392 4.832 -3.784 0.09
H 5.004 5.614 -3.732 0.09
H 2.231 7.193 -3.236 0.08
H 3.843 7.974 -3.184 0.08
H 2.780 8.017 -1.764 0.08
C -2.886 2.994 7.209 -0.06
C -3.766 4.201 7.249 -0.32
O -5.021 3.701 6.829 0.14
C -5.037 2.396 7.216 -0.54
O -6.028 1.723 7.272 0.14
O -3.791 1.948 7.536 0.08
F -3.354 5.130 6.358 0.04
H -2.465 2.812 6.216 0.15
H -2.070 3.048 7.931 0.14
H -3.864 4.654 8.240 0.18
C 8.122 2.031 -5.462 -2.01
Cl 6.781 0.980 -4.960 0.48
Cl 8.389 3.280 -4.225 0.51
Cl 9.597 1.060 -5.651 0.52
Cl 7.721 2.807 -7.010 0.51
C 0.676 6.167 5.721 -1.55
Br 1.175 4.831 7.038 0.57
Br 0.359 5.379 3.974 0.76
Br -0.834 7.229 6.310 0.59
H 1.524 6.844 5.617 -0.02
N 2.866 -9.110 -4.492 -0.62
O 3.403 -8.078 -4.928 0.00
O 1.638 -9.271 -4.622 -0.04
O 3.549 -9.975 -3.928 0.02
Cl -3.418 -1.559 4.230 0.45
```

Energy above the lowest of the compared OMol25 structures with the same formula, charge and spin, eV: 0.000

***

Here is the ion C23H35FN5O2 with charge +1 from the Open Molecules 2025 dataset. Energies are from ωB97M-V/def2-TZVPD.

XYZ file:
```
66
Properties=species:S:1:pos:R:3:lowdin_charge:R:1
C -6.834 -2.490 2.095 -0.08
C -5.561 -2.159 1.309 -0.25
N -5.743 -1.232 0.216 -0.22
C -6.349 -1.781 -0.983 -0.24
C -5.294 -2.034 -2.062 -0.08
C -6.134 0.110 0.575 -0.18
C -5.462 1.120 -0.365 -0.14
N -4.039 0.895 -0.369 0.09
C -3.144 1.861 -0.154 -0.45
O -3.414 3.042 -0.005 0.05
C -1.707 1.408 -0.126 -0.01
C -0.792 2.402 0.013 0.04
N 0.550 2.239 0.066 -0.03
C 1.454 3.379 0.210 -0.19
C 0.778 4.739 0.284 -0.07
C 1.063 0.972 -0.018 -0.11
C 2.447 0.726 0.034 0.07
C 2.930 -0.567 -0.053 -0.13
N 4.357 -0.874 -0.004 -0.04
C 5.001 -0.498 1.281 -0.07
C 6.442 -0.995 1.286 -0.17
N 7.154 -0.389 0.180 -0.23
C 8.583 -0.623 0.234 -0.07
C 6.564 -0.803 -1.077 -0.17
C 5.125 -0.302 -1.139 -0.07
C 2.044 -1.635 -0.193 -0.18
F 2.583 -2.874 -0.272 0.08
C 0.691 -1.427 -0.248 0.10
C 0.187 -0.128 -0.162 -0.02
C -1.283 0.030 -0.230 -0.31
O -2.012 -0.945 -0.360 0.06
H -7.595 -2.908 1.440 0.07
H -6.611 -3.217 2.871 0.07
H -7.239 -1.597 2.565 0.07
H -5.140 -3.077 0.892 0.11
H -4.818 -1.731 1.990 0.11
H -6.853 -2.726 -0.755 0.11
H -7.106 -1.091 -1.367 0.12
H -4.857 -1.100 -2.404 0.06
H -4.497 -2.656 -1.663 0.07
H -5.743 -2.541 -2.912 0.07
H -5.796 0.304 1.595 0.13
H -7.224 0.263 0.537 0.12
H -5.853 1.003 -1.381 0.12
H -5.645 2.144 -0.034 0.12
H -3.741 -0.077 -0.420 0.10
H -1.183 3.406 0.088 0.13
H 2.135 3.377 -0.648 0.13
H 2.038 3.231 1.125 0.13
H 1.553 5.495 0.385 0.09
H 0.214 4.956 -0.619 0.09
H 0.123 4.815 1.148 0.09
H 3.144 1.539 0.142 0.11
H 4.429 -1.900 -0.083 0.18
H 4.987 0.589 1.367 0.14
H 4.432 -0.935 2.103 0.15
H 6.917 -0.688 2.220 0.14
H 6.459 -2.100 1.244 0.14
H 8.841 -1.687 0.161 0.10
H 9.059 -0.089 -0.585 0.09
H 8.969 -0.231 1.172 0.09
H 7.128 -0.354 -1.896 0.14
H 6.585 -1.901 -1.211 0.14
H 5.111 0.784 -1.051 0.14
H 4.647 -0.597 -2.074 0.15
H -0.006 -2.244 -0.358 0.15
```

SMILES: CCN(CC)CCNC(=O)c1cn(CC)c2cc([NH+]3CCN(C)CC3)c(F)cc2c1=O
Energy above the lowest of the compared OMol25 structures with the same formula, charge and spin, eV: 0.000
Total charge: +1

***

Here is a cluster of 2 separate species, C2H4NO2 in total from the Open Molecules 2025 dataset. Energies are from ωB97M-V/def2-TZVPD.

XYZ file:
```
9
Properties=species:S:1:pos:R:3:lowdin_charge:R:1
O -1.439 -1.125 -1.505 -0.18
C -1.188 -0.119 -0.808 -0.70
N -0.364 0.903 -0.985 -0.07
C 1.221 -0.121 1.288 -0.16
O 1.836 -0.302 2.307 -0.06
H -1.726 -0.026 0.170 0.07
H -0.259 0.874 -2.009 -0.01
H 0.307 0.463 1.193 0.03
H 1.612 -0.548 0.349 0.07
```

Energy above the lowest of the compared OMol25 structures with the same formula, charge and spin, eV: 1.823
Total charge: -1

***

Energy, respectively: -17103.4408 -61475.8027 -24961.6944 -8867.1689 -2382708.7637 -562940.6530 -38676.5493 -7723.7896 eV.
Kohn-Sham gap, respectively: 0.4812 0.3032 0.4044 0.3812 0.2562 0.0387 0.2359 0.2797 Eh.